Entry 1:
C31H49F5N2O15S3 | wB97M-V/def2-TZVPD

net charge: 0
Kohn-Sham gap: 6.9 eV
calculated total energy: -112725.59159 eV
lowest unoccupied orbital energy: -1.7 eV

Last column: Mulliken charge in e.
Element x y z (Å)
C (1.9636, 3.6508, -2.4419)  -0.4162
C (2.9220, 3.0118, -1.3227)  -0.2300
S (4.6264, 2.7875, -1.9975)  -0.0667
C (4.7176, 1.1890, -2.9749)  -0.5268
C (3.7678, 1.1599, -4.2223)  0.5359
C (2.8222, 0.0577, -4.5513)  -0.4931
C (2.8083, -1.1805, -3.6158)  1.0379
F (2.1526, -2.2999, -4.0671)  -0.2627
F (4.1062, -1.6249, -3.2844)  -0.2898
C (2.0830, -0.7739, -2.2190)  0.6376
F (1.4898, 0.4681, -2.2782)  -0.1005
F (2.9058, -0.9342, -1.1270)  -0.2382
F (1.0250, -1.6686, -2.0150)  -0.3473
C (1.9468, 0.2679, -5.7883)  0.0883
S (0.6922, -0.9627, -6.2773)  -0.2209
C (2.0262, 1.4514, -6.6624)  -0.6631
C (3.0012, 2.5666, -6.4065)  0.6132
N (3.2253, 3.7160, -7.1333)  -0.7303
S (4.4507, 4.5540, -6.3094)  0.2227
N (4.6663, 3.4716, -5.0583)  -0.3861
C (3.8461, 2.3716, -5.1469)  0.2424
H (2.5594, 4.1336, -3.2745)  0.1173
H (1.3839, 4.4700, -1.9275)  0.1339
H (1.2117, 2.9089, -2.8236)  0.1319
H (2.5114, 2.0675, -0.8768)  -0.0513
H (3.0138, 3.7582, -0.4836)  0.4374
H (4.5330, 0.3839, -2.2202)  -0.1893
H (5.7761, 1.1617, -3.3733)  0.4184
H (-0.4813, -0.5089, -5.6850)  0.1735
H (1.3495, 1.5298, -7.5519)  0.4062
C (-0.8151, 0.0276, 0.6024)  -1.1821
C (-1.3953, -0.2831, -0.7639)  0.0798
O (-2.6092, -1.0400, -0.6542)  -0.3810
C (-3.6903, -0.3479, -0.2778)  0.7058
O (-3.7318, 0.8328, -0.0386)  -0.5568
O (-4.7208, -1.2008, -0.1896)  -0.3220
C (-5.9220, -0.6067, 0.3012)  -0.6553
H (-0.6823, -0.8905, 1.1798)  0.3141
H (0.1489, 0.5309, 0.5065)  0.2685
H (-1.4806, 0.6724, 1.1791)  0.4075
H (-0.6924, -0.9008, -1.3205)  0.2079
H (-1.5600, 0.6254, -1.3492)  0.2895
H (-6.1984, 0.2717, -0.2830)  0.3198
H (-5.8013, -0.3446, 1.3536)  0.3187
H (-6.7204, -1.3430, 0.2159)  0.1754
C (-7.0109, -4.7408, 1.1997)  -1.2285
C (-7.3012, -4.2291, 2.5975)  0.5354
O (-8.6870, -3.8967, 2.7491)  -0.3412
C (-9.5207, -4.9375, 2.8800)  0.7731
O (-9.2127, -6.1054, 2.8900)  -0.5469
O (-10.7684, -4.4593, 2.9728)  -0.3490
C (-11.7736, -5.4717, 3.0165)  -0.6375
H (-7.3514, -4.0228, 0.4497)  0.3131
H (-5.9420, -4.9143, 1.0663)  0.3701
H (-7.5352, -5.6776, 1.0027)  0.3694
H (-6.7366, -3.3113, 2.7682)  0.2362
H (-6.9914, -4.9435, 3.3621)  -0.4282
H (-11.5766, -6.1914, 3.8118)  0.2931
H (-11.8350, -5.9756, 2.0506)  0.2919
H (-12.7267, -4.9846, 3.2178)  0.2254
C (0.3408, 9.2443, -1.2744)  -1.1640
C (0.9977, 7.8954, -1.0549)  -0.2192
O (1.8792, 7.5615, -2.1351)  -0.2865
C (3.0527, 8.2056, -2.1446)  0.7059
O (3.4255, 9.0164, -1.3350)  -0.5508
O (3.7354, 7.8098, -3.2275)  -0.2590
C (4.9718, 8.4982, -3.4134)  -0.6638
H (-0.1618, 9.2723, -2.2441)  0.3032
H (-0.3885, 9.4500, -0.4894)  0.3643
H (1.0778, 10.0490, -1.2747)  0.3194
H (0.2303, 7.1199, -1.0299)  0.2992
H (1.5282, 7.8548, -0.1006)  0.3496
H (5.5962, 8.4404, -2.5212)  0.3098
H (4.7798, 9.5387, -3.6803)  0.3059
H (5.5006, 8.0189, -4.2364)  0.1898
C (-1.1589, -6.8970, 5.3683)  -1.0819
C (-1.7400, -7.2067, 4.0023)  -0.1692
O (-2.9523, -7.9640, 4.1097)  -0.3650
C (-4.0344, -7.2728, 4.4867)  0.7747
O (-4.0757, -6.0917, 4.7278)  -0.5635
O (-5.0638, -8.1246, 4.5723)  -0.3345
C (-6.2649, -7.5298, 5.0638)  0.0112
H (-1.0250, -7.8155, 5.9448)  0.2881
H (-0.1957, -6.3935, 5.2722)  0.3532
H (-1.8244, -6.2532, 5.9458)  0.3092
H (-1.0368, -7.8252, 3.4426)  0.2870
H (-1.9058, -6.2984, 3.4183)  0.2981
H (-6.5388, -6.6511, 4.4814)  -0.2389
H (-6.1446, -7.2700, 6.1169)  0.3099
H (-7.0641, -8.2641, 4.9760)  0.2487
C (9.1971, 2.5449, 2.9695)  -1.1046
C (7.8003, 2.4392, 3.5500)  -0.1691
O (6.8550, 2.0103, 2.5616)  -0.3490
C (6.8954, 0.7098, 2.2489)  0.6752
O (7.6362, -0.1135, 2.7248)  -0.5622
O (5.9835, 0.4830, 1.2942)  -0.1955
C (5.9905, -0.8539, 0.7952)  -0.4172
H (9.1975, 3.1896, 2.0874)  0.2859
H (9.8913, 2.9506, 3.7072)  0.3615
H (9.5692, 1.5697, 2.6511)  0.3143
H (7.4729, 3.4246, 3.8850)  0.2873
H (7.7728, 1.7778, 4.4192)  0.3114
H (5.8909, -1.5792, 1.6036)  0.3779
H (6.9061, -1.0340, 0.2294)  0.3178
H (5.1386, -0.9626, 0.1250)  -0.1152

Entry 2:
C2H2N2O2S | wB97M-V/def2-TZVPD

net charge: 0
Kohn-Sham gap: 8.1 eV
energy relative to the best compared isomer or geometry (same formula, charge and spin): 84.7 kcal/mol
calculated total energy: -20012.67768 eV
lowest unoccupied orbital energy: -1.0 eV

Last column: natural (NBO) charge in e.
Element x y z (Å)
C (-0.9433, 0.4590, 0.2672)  -0.1076
C (-1.5228, -0.8458, -0.0937)  0.3869
N (0.2993, 0.7127, 0.4452)  -0.0529
N (1.4388, 0.2457, 0.5590)  -0.4194
O (3.1343, 0.6121, -1.3762)  -0.8717
O (-1.0705, -1.8527, -0.4947)  -0.4657
S (2.9619, 0.2305, 0.0777)  1.2503
H (-1.6797, 1.1020, 0.5621)  0.1986
H (-2.6179, -0.6635, 0.0535)  0.0817

Entry 3:
C3H2N2O2 | wB97M-V/def2-TZVPD

net charge: 0
Kohn-Sham gap: 9.0 eV
energy relative to the best compared isomer or geometry (same formula, charge and spin): 49.3 kcal/mol
calculated total energy: -10216.05315 eV
lowest unoccupied orbital energy: -0.6 eV

Last column: natural (NBO) charge in e.
Element x y z (Å)
O (-2.4530, 0.4835, -0.0592)  -0.4412
C (-1.3384, 0.2480, -0.1000)  0.5626
N (-0.9306, -1.1273, -0.0570)  -0.5058
C (0.3976, -1.0893, -0.0847)  0.2848
N (1.0330, 0.1412, -0.2197)  -0.6400
C (0.0583, 1.0182, -0.0039)  0.5625
O (0.0874, 2.1470, -0.0375)  -0.4655
H (0.9472, -1.9292, 0.3334)  0.2002
H (2.1984, 0.1079, 0.2285)  0.4424

Entry 4:
C31H26AgN2O3SSi | wB97M-V/def2-TZVPD

net charge: -1
Kohn-Sham gap: 7.0 eV
calculated total energy: -64406.41062 eV
lowest unoccupied orbital energy: 2.5 eV

Last column: natural (NBO) charge in e.
Element x y z (Å)
Ag (0.2357, -0.7666, 1.5318)  0.5619
C (-4.7652, 2.9139, -1.2305)  -0.6367
C (-3.4721, 2.3357, -0.7214)  0.0170
C (-2.6947, 2.9983, 0.2154)  -0.2683
C (-1.5375, 2.3979, 0.6890)  0.0536
N (-1.1069, 1.2120, 0.2725)  -0.4606
C (-1.8385, 0.5857, -0.6551)  0.0391
C (-3.0167, 1.1015, -1.1641)  -0.2083
H (-4.9818, 3.8759, -0.7667)  0.2107
H (-5.5941, 2.2376, -1.0137)  0.2269
H (-4.7369, 3.0583, -2.3121)  0.2216
H (-2.9976, 3.9658, 0.5997)  0.2082
H (-0.9316, 2.8917, 1.4439)  0.1899
H (-1.4619, -0.3758, -0.9933)  0.2120
H (-3.5767, 0.5308, -1.8959)  0.2105
C (0.2662, -1.2155, -4.0251)  -0.2409
C (0.7647, 0.0413, -3.7167)  -0.2137
C (1.4078, 0.2608, -2.4982)  -0.2557
C (1.5648, -0.7617, -1.5553)  -0.3508
C (1.0453, -2.0240, -1.8924)  -0.2334
C (0.4125, -2.2539, -3.1073)  -0.2280
Si (2.2313, -0.4555, 0.2034)  0.8117
C (3.7100, -1.6219, 0.3662)  -0.3564
C (4.3368, -2.2159, -0.7364)  -0.2426
C (5.4383, -3.0549, -0.5868)  -0.2245
C (5.9429, -3.3208, 0.6791)  -0.2318
C (5.3362, -2.7483, 1.7920)  -0.2112
C (4.2313, -1.9189, 1.6327)  -0.2275
C (3.0072, 1.2599, 0.0797)  -0.4628
C (2.5055, 2.3442, 0.8070)  -0.2035
C (3.0701, 3.6158, 0.7044)  -0.2177
C (4.1575, 3.8242, -0.1334)  -0.2293
C (4.6767, 2.7602, -0.8654)  -0.2456
C (4.1065, 1.4984, -0.7555)  -0.1400
H (-0.2366, -1.3882, -4.9695)  0.2005
H (0.6539, 0.8577, -4.4213)  0.1993
H (1.7840, 1.2538, -2.2770)  0.2135
H (1.1197, -2.8404, -1.1787)  0.2159
H (0.0201, -3.2386, -3.3328)  0.2055
H (3.9551, -2.0250, -1.7347)  0.2101
H (5.8983, -3.5022, -1.4606)  0.2003
H (6.7959, -3.9783, 0.7995)  0.1997
H (5.7151, -2.9592, 2.7852)  0.2004
H (3.7550, -1.4996, 2.5141)  0.2117
H (1.6526, 2.1847, 1.4609)  0.2117
H (2.6621, 4.4393, 1.2791)  0.1988
H (4.6029, 4.8089, -0.2160)  0.1998
H (5.5277, 2.9135, -1.5192)  0.2005
H (4.5286, 0.6777, -1.3290)  0.1998
O (-5.0140, -2.8940, 1.2914)  -0.6966
S (-4.4044, -4.1179, 2.3369)  1.6353
O (-5.0583, -3.8214, 3.6143)  -0.9773
N (-2.8556, -3.7716, 2.3691)  -0.8951
C (-2.3837, -2.5261, 2.2721)  0.6456
O (-1.1495, -2.3158, 2.2956)  -0.7409
C (-3.3324, -1.3903, 2.0839)  -0.2203
C (-2.9826, -0.0789, 2.4017)  -0.1515
C (-3.8667, 0.9678, 2.2057)  -0.2564
C (-5.1257, 0.7079, 1.6608)  -0.1964
C (-5.4991, -0.5866, 1.3532)  -0.2719
C (-4.6107, -1.6349, 1.5834)  0.3386
H (-2.0001, 0.1045, 2.8210)  0.2164
H (-3.5823, 1.9773, 2.4681)  0.2089
H (-5.8257, 1.5199, 1.4947)  0.2017
H (-6.4790, -0.8204, 0.9569)  0.2183

Which of these has the lowest lowest unoccupied orbital energy?
C31H49F5N2O15S3